Record 1
5
Properties=species:S:1:pos:R:3:lowdin_charge:R:1 method="wB97M-V/def2-TZVPD" multiplicity=1 energy_ev=-28815.40867 de_lowest_kj_mol=0.60 smiles=FC(Cl)Cl orbital_gap_ev=12.38
F -0.746 -0.374 1.101 -0.076
C 0.076 -0.023 0.102 -1.167
Cl -0.177 -1.135 -1.253 0.591
Cl -0.245 1.649 -0.353 0.602
H 1.093 -0.117 0.403 0.051

Record 2
8
Properties=species:S:1:pos:R:3:lowdin_charge:R:1 method="wB97M-V/def2-TZVPD" multiplicity=1 energy_ev=-43853.67964 de_lowest_kj_mol=281.09 orbital_gap_ev=8.34
C -1.370 1.630 0.610 -1.101
N 0.697 -0.512 -0.797 -0.278
F 2.418 -1.236 1.025 -0.398
F 1.066 -2.793 -0.553 -0.357
S 0.818 -1.414 0.377 0.979
Cl -1.901 3.187 0.877 0.580
Cl -2.263 0.716 -0.453 0.577
H 0.534 0.423 -1.086 -0.001